Entry a
C3H4N4O2 | ωB97M-V with the def2-TZVPD basis set

Each line ends with the natural charge from an NBO analysis.
CARTESIAN COORDINATES (ANGSTROEM)
C1 -1.35375 0.24970 -0.04845  0.60
C2 0.16503 0.07642 -0.07790  -0.08
C3 1.16714 0.99124 -0.15732  0.01
H1 -3.30761 0.24309 0.82093  0.32
H2 1.06568 2.04952 0.17379  0.25
H3 3.50489 0.58187 0.11395  0.43
H4 0.93263 -1.70846 -0.94653  0.35
N1 -3.24472 -0.83110 0.16089  -0.21
N2 -2.07754 -1.01824 -0.33765  -0.20
N3 2.35300 0.26833 -0.18751  -0.37
N4 0.72979 -1.23328 -0.03493  -0.31
O1 -1.97524 1.32095 0.08274  -0.55
O2 2.04070 -0.99005 0.43800  -0.24

- SMILES: [H]/N=N\C(=O)C1=CNON1
- Gap between HOMO and LUMO: 7.66 eV

Entry b
C3H4N4O2 | ωB97M-V with the def2-TZVPD basis set

Each line ends with the natural charge from an NBO analysis.
CARTESIAN COORDINATES (ANGSTROEM)
C1 -0.32912 -1.21902 -0.98651  0.11
C2 0.89538 -1.60845 -0.35894  -0.09
C3 -0.73882 -0.24805 1.09297  0.58
N1 0.98736 -1.58248 0.92948  -0.17
N2 0.23181 -0.92753 1.68791  -0.34
N3 -1.16616 0.92542 1.49294  -0.71
N4 -1.21823 -0.57837 -0.19504  0.22
O1 -2.17720 0.16284 -0.71496  -0.60
O2 -1.31748 -1.97581 -0.53860  -0.31
H1 -0.75138 -0.84060 -1.94994  0.25
H2 1.72498 -1.87900 -0.99970  0.21
H3 -1.57378 1.51644 0.89493  0.42
H4 -0.72750 1.39864 2.26637  0.41

- SMILES: NC1=NN=C[C@H]2O[N@@+]12[O-]
- Gap between HOMO and LUMO: 8.66 eV

The computed energies, referenced to the most stable structure and given in kcal/mol, are entry a 0.0; entry b 4.0.

Entry a
C3H6N2S2 | ωB97M-V with the def2-TZVPD basis set

Each line ends with the natural charge from an NBO analysis.
CARTESIAN COORDINATES (ANGSTROEM)
C1 -0.41573 -0.13117 -1.26378  0.25
C2 0.16764 0.45351 1.41290  -0.56
C3 1.46045 -0.11756 0.72603  -0.62
H1 -1.79357 0.21940 -2.61128  0.32
H2 -2.13894 -0.38404 -0.64049  0.37
H3 -0.23732 1.32091 0.58514  0.25
H4 0.54499 0.96114 2.62096  0.27
H5 1.83191 -1.19429 0.97323  0.24
H6 2.41869 0.51234 0.94012  0.23
N1 -0.77103 0.47936 -2.35229  -0.69
N2 -1.33716 -0.79264 -0.47269  -0.76
S1 -1.08004 -1.08789 1.14274  0.39
S2 1.35011 -0.23907 -1.06059  0.30

- Gap between HOMO and LUMO: 9.42 eV

Entry b
C3H6N2S2 | ωB97M-V with the def2-TZVPD basis set

Each line ends with the natural charge from an NBO analysis.
CARTESIAN COORDINATES (ANGSTROEM)
C1 0.06231 -1.38194 -0.09522  -0.70
C2 -0.34900 0.04850 -0.11648  0.41
C3 1.99234 0.91819 0.01748  -0.03
H1 0.19061 -1.56560 1.05014  0.27
H2 0.90615 -1.58908 -0.84079  0.28
H3 -1.01691 -1.86575 -0.57764  0.21
H4 0.37430 1.93847 0.14161  0.41
H5 2.56232 1.88169 -0.06934  0.21
H6 -3.63228 0.91760 0.27083  0.13
N1 0.68714 1.01567 -0.04639  -0.57
N2 -1.48619 0.55241 0.00188  -0.59
S1 2.75890 -0.58402 0.14807  -0.19
S2 -3.04970 -0.28614 0.11584  0.16

- SMILES: C/C(=N\S)NC=S
- Gap between HOMO and LUMO: 8.49 eV

Entry c
C3H6N2S2 | ωB97M-V with the def2-TZVPD basis set

Each line ends with the natural charge from an NBO analysis.
CARTESIAN COORDINATES (ANGSTROEM)
C1 -0.14160 0.64352 1.51227  -0.10
C2 -0.39361 -0.58948 1.93771  0.01
C3 -0.80301 -1.80397 2.02556  -0.44
N1 -0.02532 1.08961 0.23044  -0.89
N2 0.22622 1.65201 -2.11694  -1.01
S1 1.76199 -0.82058 -1.36810  -0.34
S2 -0.15510 0.35675 -1.05646  1.22
H1 0.14278 1.47776 2.15646  0.21
H2 1.62048 -1.16807 -2.62998  0.12
H3 -1.80895 -2.05745 2.23574  0.21
H4 -0.19363 -2.68997 1.98279  0.21
H5 0.04637 1.44125 -3.14509  0.39
H6 -0.27663 2.46861 -1.76440  0.40

- Gap between HOMO and LUMO: 8.05 eV

The computed energies, referenced to the most stable structure and given in kcal/mol, are entry a 26.1; entry b 0.0; entry c 44.8.

Entry a
C3H6N2S2 | ωB97M-V with the def2-TZVPD basis set

Each line ends with the natural charge from an NBO analysis.
CARTESIAN COORDINATES (ANGSTROEM)
C1 0.04951 -0.02696 0.96793  -0.10
C2 0.55611 0.99426 -0.09193  -0.21
C3 -0.25215 -0.98109 -0.27179  0.08
H1 -1.27033 -0.52768 2.30885  0.37
H2 -1.83942 0.57847 1.26645  0.36
H3 0.83850 -0.41748 1.59265  0.21
H4 1.62209 1.23738 -0.13746  0.20
H5 -0.06729 1.85945 -0.24069  0.20
H6 1.65477 -0.51297 -2.92520  0.11
N1 -1.03667 0.31980 1.81740  -0.80
N2 0.28387 -0.06161 -1.08792  -0.55
S1 0.39847 -0.01912 -2.78872  0.21
S2 -0.93748 -2.44245 -0.40957  -0.09

- SMILES: N[C@@H]1CN(S)C1=S
- Gap between HOMO and LUMO: 9.07 eV

Entry b
C3H6N2S2 | ωB97M-V with the def2-TZVPD basis set

Each line ends with the natural charge from an NBO analysis.
CARTESIAN COORDINATES (ANGSTROEM)
C1 -0.60545 -1.27319 -0.82918  -0.69
C2 -0.66388 0.24409 -0.88774  0.45
C3 1.61860 0.16639 1.86136  -0.54
H1 -1.28448 -1.63303 -0.07348  0.23
H2 0.42780 -1.71542 -0.61654  0.23
H3 -0.94406 -1.66327 -1.78468  0.25
H4 -1.11362 1.84612 -1.94562  0.33
H5 -0.58804 1.91746 0.21681  0.41
H6 2.07260 0.52888 0.92734  0.21
N1 -0.99636 0.79936 -1.99458  -0.69
N2 -0.37069 0.93245 0.28199  -0.80
S1 -0.10548 0.20081 1.77182  0.56
S2 2.55307 -0.35066 3.07250  0.05

- SMILES: [H]/N=C(/C)NSC=S
- Gap between HOMO and LUMO: 8.58 eV

The computed energies, referenced to the most stable structure and given in kcal/mol, are entry a 6.0; entry b 0.0.